Record 1
{"formula": "C31H80F3N5O13S", "method": "the ωB97M-V functional and the def2-TZVPD basis", "total_charge": 4, "homo_lumo_gap_ev": 9.56, "e_homo_ev": -17.14, "lumo_energy_ev": -7.573, "elements": ["C", "O", "C", "C", "N", "H", "H", "C", "C", "O", "C", "H", "H", "H", "H", "H", "H", "H", "H", "H", "H", "H", "H", "H", "H", "C", "O", "C", "C", "N", "H", "H", "C", "C", "O", "C", "H", "H", "H", "H", "H", "H", "H", "H", "H", "H", "H", "H", "H", "H", "C", "O", "C", "C", "N", "H", "H", "C", "C", "O", "C", "H", "H", "H", "H", "H", "H", "H", "H", "H", "H", "H", "H", "H", "H", "C", "O", "C", "C", "N", "H", "H", "C", "C", "O", "C", "H", "H", "H", "H", "H", "H", "H", "H", "H", "H", "H", "H", "H", "H", "C", "O", "C", "C", "N", "H", "H", "C", "C", "O", "C", "H", "H", "H", "H", "H", "H", "H", "H", "H", "H", "H", "H", "H", "H", "C", "F", "F", "F", "S", "O", "O", "O"], "xyz": [[-8.705, -2.043, 1.982], [-7.484, -1.755, 1.276], [-6.478, -1.214, 2.105], [-5.200, -1.259, 1.274], [-5.019, -2.688, 0.880], [-4.922, -3.359, 1.640], [-5.876, -2.941, 0.370], [-3.971, -2.999, -0.224], [-4.109, -4.478, -0.485], [-5.414, -4.699, -0.939], [-5.652, -5.860, -1.747], [-8.558, -2.191, 3.053], [-9.238, -2.872, 1.527], [-9.292, -1.125, 1.874], [-6.388, -1.767, 3.047], [-6.625, -0.169, 2.400], [-4.411, -0.771, 1.835], [-5.451, -0.739, 0.353], [-3.021, -2.659, 0.171], [-4.323, -2.439, -1.086], [-3.951, -5.109, 0.396], [-3.373, -4.724, -1.259], [-5.193, -5.728, -2.729], [-6.717, -5.939, -1.935], [-5.244, -6.709, -1.200], [-0.248, -2.200, -4.192], [-0.368, -0.814, -4.409], [0.695, -0.019, -3.966], [0.518, 1.373, -4.602], [-0.976, 1.691, -4.422], [-1.488, 0.830, -4.205], [-0.967, 2.206, -3.541], [-1.516, 2.364, -5.690], [-2.848, 3.037, -5.397], [-2.709, 3.905, -4.309], [-3.916, 4.291, -3.660], [-1.054, -2.690, -4.738], [-0.195, -2.472, -3.139], [0.624, -2.566, -4.754], [1.628, -0.480, -4.301], [0.792, 0.146, -2.889], [0.698, 1.325, -5.671], [0.995, 2.185, -4.064], [-1.494, 1.504, -6.357], [-0.700, 3.034, -5.956], [-3.534, 2.224, -5.120], [-3.299, 3.489, -6.282], [-3.916, 4.057, -2.595], [-4.805, 3.842, -4.103], [-3.979, 5.375, -3.755], [4.115, 1.427, 0.122], [3.283, 1.305, 1.263], [3.724, 2.185, 2.301], [2.666, 2.196, 3.405], [2.175, 0.785, 3.608], [1.749, 0.506, 2.721], [3.040, 0.253, 3.722], [1.267, 0.595, 4.833], [0.804, -0.831, 4.887], [1.922, -1.690, 4.836], [1.600, -3.041, 5.013], [3.651, 0.884, -0.705], [5.118, 1.026, 0.258], [4.122, 2.443, -0.284], [3.914, 3.174, 1.880], [4.696, 1.820, 2.652], [1.780, 2.739, 3.084], [3.182, 2.554, 4.292], [0.548, 1.407, 4.745], [1.915, 0.893, 5.657], [0.118, -1.095, 4.080], [0.373, -0.948, 5.887], [0.998, -3.161, 5.922], [2.490, -3.662, 5.030], [0.967, -3.448, 4.210], [3.285, -2.581, -0.170], [4.608, -2.795, -0.636], [4.857, -4.185, -0.882], [6.199, -4.374, -1.518], [7.333, -3.809, -0.633], [7.947, -3.216, -1.192], [6.872, -3.114, -0.036], [8.209, -4.674, 0.247], [7.351, -5.482, 1.208], [6.544, -6.379, 0.510], [6.101, -7.509, 1.230], [2.542, -2.611, -0.982], [3.251, -1.576, 0.239], [2.864, -3.373, 0.457], [4.078, -4.513, -1.578], [4.793, -4.656, 0.104], [6.317, -3.721, -2.380], [6.380, -5.422, -1.730], [8.940, -4.080, 0.790], [8.766, -5.401, -0.341], [6.790, -4.923, 1.975], [8.034, -5.973, 1.919], [5.163, -7.848, 0.782], [5.947, -7.402, 2.304], [6.800, -8.321, 0.993], [0.105, 7.243, 2.572], [0.333, 5.839, 2.515], [-0.796, 5.074, 2.819], [-1.825, 4.910, 1.704], [-1.179, 4.372, 0.443], [-0.232, 4.721, 0.279], [-1.053, 3.357, 0.596], [-1.977, 4.659, -0.799], [-1.614, 5.993, -1.413], [-1.431, 6.965, -0.437], [-0.886, 8.200, -0.842], [1.119, 7.640, 2.477], [-0.257, 7.626, 3.530], [-0.511, 7.659, 1.773], [-1.273, 5.348, 3.767], [-0.412, 4.072, 3.063], [-2.235, 5.870, 1.402], [-2.569, 4.168, 1.981], [-3.024, 4.412, -0.635], [-1.675, 3.870, -1.492], [-2.335, 6.266, -2.192], [-0.693, 5.880, -2.006], [-0.297, 8.752, -0.117], [-1.607, 8.924, -1.240], [-0.290, 8.062, -1.755], [-0.187, -0.543, 0.054], [1.014, -0.013, -0.159], [-0.400, -1.614, -0.687], [-0.170, -0.857, 1.363], [-1.578, 0.667, -0.258], [-1.378, 1.259, -1.571], [-2.804, -0.115, -0.195], [-1.402, 1.558, 0.902]], "forces_ev_per_angstrom": [[-0.4, 1.4, -0.2], [0.4, -0.5, 0.7], [0.1, 0.1, -0.3], [-1.5, -0.1, 0.5], [0.8, 0.1, -1.8], [0.0, 0.2, 0.3], [-0.4, -0.1, 0.6], [-1.1, 0.0, 1.7], [0.2, -0.4, -0.8], [-0.8, 0.8, -0.1], [0.5, 0.4, 0.1], [0.2, -0.3, -0.1], [0.2, -0.1, -0.1], [-0.4, -0.3, 0.2], [0.1, -0.2, 0.0], [-0.4, 0.1, -0.2], [0.6, -0.5, -0.4], [0.5, 0.2, -0.1], [0.2, -0.1, -0.3], [0.3, 0.2, 0.0], [0.5, 0.1, 0.1], [0.1, -0.2, 0.1], [0.3, -0.2, 0.1], [-0.1, -0.1, 0.4], [-0.2, -0.4, -0.3], [0.6, -0.6, -1.1], [-0.7, 0.7, 0.4], [1.1, 0.5, -0.3], [-1.7, -1.2, 0.3], [0.9, 0.2, 0.0], [0.1, -0.1, -0.3], [-0.9, 0.5, -0.3], [0.8, 0.0, 1.5], [-0.6, -1.3, -0.1], [0.6, -0.1, 0.4], [-0.2, 0.6, -0.3], [-0.4, 0.2, 0.5], [-0.1, 0.0, 0.0], [0.3, 0.0, 0.5], [0.2, 0.2, 0.0], [-0.5, -0.5, 0.3], [0.3, 0.3, 0.0], [0.7, -0.2, -0.4], [-0.6, 0.4, -0.5], [-0.3, 0.3, -0.3], [-0.1, 0.0, 0.0], [0.3, 0.3, -0.1], [0.2, -0.3, -0.1], [0.1, 0.0, -0.1], [-0.3, 0.0, 0.0], [-0.6, -0.2, -1.2], [0.1, 0.5, 0.2], [0.0, -0.7, -0.6], [0.3, -0.3, -0.9], [0.8, 0.6, 0.5], [0.0, -0.3, 0.1], [-0.4, -0.7, 0.1], [1.5, 0.9, -1.2], [0.1, -0.5, 0.9], [0.9, 1.0, -0.6], [-1.1, -0.9, 0.1], [-0.1, -0.4, 0.3], [0.1, 0.2, 0.3], [0.4, 0.2, 0.5], [-0.3, 0.2, 0.3], [0.0, 0.0, 0.3], [0.2, 0.5, 0.4], [-0.6, 0.2, 0.3], [-0.6, -0.5, 0.0], [-0.1, -0.4, 0.2], [-0.3, 0.2, 0.1], [-0.7, -0.1, -0.2], [0.4, -0.2, 0.1], [0.2, 0.3, 0.3], [0.1, 0.3, -0.2], [-0.6, 0.0, -0.9], [0.2, -0.1, 0.1], [-0.7, 0.9, 0.6], [0.9, 0.6, 0.0], [0.2, 0.6, 0.5], [0.0, -0.3, -0.3], [-0.1, -0.1, 0.2], [-0.9, -1.1, 0.4], [0.6, -0.3, 1.5], [-0.1, 0.9, -0.2], [-0.1, -1.6, -0.7], [0.4, 0.2, -0.4], [0.0, -0.1, 0.4], [0.7, 0.1, 0.7], [0.2, -0.6, 0.1], [-0.1, -0.6, -0.4], [-0.4, -0.4, -0.4], [0.2, 0.1, -0.1], [-0.2, 0.4, -0.1], [-0.1, 0.2, -0.5], [-0.4, 0.7, -0.7], [0.3, -0.4, -0.6], [-0.1, 0.3, 0.1], [0.3, 0.4, -0.1], [0.0, 0.1, 0.6], [1.2, 0.9, 0.0], [-0.9, 0.0, -0.2], [0.2, -1.4, 0.5], [0.8, 0.7, -0.3], [0.0, -0.1, 0.2], [-0.1, 0.6, 0.5], [-0.4, -0.2, -0.3], [0.5, -1.3, -0.3], [0.4, 0.4, -1.0], [-0.2, 0.1, 1.3], [0.1, 0.9, -2.4], [-0.2, 0.3, -0.2], [-0.2, -0.6, 0.1], [-0.1, -0.4, 0.0], [-0.2, 0.5, -0.3], [0.1, 0.0, -0.2], [-0.3, -0.1, 0.2], [-0.2, 0.2, 0.0], [-0.1, 0.6, 0.5], [0.0, 0.1, -0.2], [-0.4, 0.0, 0.3], [0.2, -0.1, 0.3], [0.0, -0.7, 0.5], [-0.6, -0.3, 0.5], [0.5, -0.3, 0.3], [-0.8, 1.1, 0.5], [0.2, 0.0, -0.8], [0.6, -0.5, 0.0], [-0.4, -0.6, -0.1], [-1.6, 0.0, 0.8], [0.8, 0.1, 0.3], [1.2, 0.1, 0.2], [0.3, 0.1, -0.9]]}

=====

Record 2
{"formula": "C19H30BF6NO9", "method": "the ωB97M-V functional and the def2-TZVPD basis", "total_charge": -1, "multiplicity": 2, "homo_lumo_gap_ev": [7.32, 7.32], "e_homo_ev": [-4.86, -4.86], "lumo_energy_ev": [2.461, 2.460], "elements": ["C", "C", "C", "C", "C", "C", "B", "O", "O", "C", "O", "O", "C", "C", "C", "C", "N", "O", "H", "H", "H", "H", "H", "H", "H", "H", "H", "H", "H", "H", "H", "H", "H", "H", "H", "H", "H", "H", "C", "C", "O", "C", "O", "C", "F", "F", "F", "H", "H", "H", "H", "H", "C", "C", "O", "C", "O", "C", "F", "F", "F", "H", "H", "H", "H", "H"], "xyz": [[-1.537, 2.437, -2.571], [-1.045, 1.712, -1.317], [-0.442, 2.754, -0.360], [0.019, 0.656, -1.699], [-0.177, -0.794, -1.227], [-0.854, -1.657, -2.342], [-2.046, -1.020, -3.139], [-3.334, -1.069, -2.671], [-1.849, -0.359, -4.372], [1.259, -1.462, -1.076], [2.105, -1.090, -1.902], [1.379, -2.288, -0.127], [-0.896, -0.874, 0.124], [-2.090, 0.064, 0.398], [-3.397, -0.730, 0.450], [-1.894, 0.785, 1.740], [-2.232, 1.095, -0.671], [-3.244, 1.861, -0.558], [-2.107, 3.329, -2.311], [-2.167, 1.787, -3.178], [-0.669, 2.734, -3.163], [0.108, 3.502, -0.935], [-1.216, 3.261, 0.218], [0.261, 2.295, 0.338], [0.139, 0.646, -2.783], [0.983, 0.997, -1.318], [-1.155, -2.614, -1.900], [-0.057, -1.872, -3.061], [-3.912, -0.537, -3.227], [-1.783, -0.974, -5.105], [-1.251, -1.899, 0.246], [-0.141, -0.746, 0.902], [-3.446, -1.450, -0.362], [-3.453, -1.267, 1.399], [-4.251, -0.057, 0.384], [-2.632, 1.579, 1.862], [-2.000, 0.056, 2.546], [-0.895, 1.213, 1.824], [4.592, 3.591, 0.862], [5.096, 4.637, -0.106], [4.062, 4.997, -1.051], [3.179, 5.892, -0.647], [3.174, 6.510, 0.377], [2.096, 6.069, -1.740], [1.722, 4.883, -2.214], [2.586, 6.800, -2.755], [1.035, 6.694, -1.245], [4.222, 2.719, 0.324], [5.407, 3.276, 1.514], [3.789, 3.988, 1.482], [5.903, 4.254, -0.727], [5.433, 5.539, 0.404], [0.806, -4.827, 1.519], [-0.581, -5.285, 1.881], [-0.573, -6.246, 2.983], [-0.532, -5.753, 4.200], [-0.538, -4.609, 4.550], [-0.528, -6.916, 5.224], [0.328, -7.886, 4.883], [-1.756, -7.459, 5.300], [-0.197, -6.477, 6.435], [1.444, -5.683, 1.292], [0.765, -4.168, 0.649], [1.260, -4.255, 2.327], [-1.047, -5.839, 1.069], [-1.226, -4.452, 2.157]], "forces_ev_per_angstrom": [[-0.1, 0.1, 0.1], [0.0, -0.1, -0.1], [0.1, 0.0, 0.2], [0.2, 0.0, 0.0], [0.1, -0.2, -0.1], [-0.2, -0.1, 0.0], [0.0, 0.1, 0.0], [0.1, 0.0, 0.0], [-0.4, -0.1, 0.1], [-0.3, -0.1, 0.8], [0.2, -0.1, -0.2], [0.0, 0.3, -0.7], [-0.1, -0.1, 0.0], [0.1, 0.0, -0.1], [-0.1, 0.0, 0.1], [0.0, 0.0, 0.0], [0.2, 0.0, 0.3], [-0.2, 0.0, -0.1], [0.0, 0.0, 0.0], [0.1, 0.0, 0.0], [0.0, 0.0, 0.0], [0.0, -0.1, 0.0], [-0.1, 0.0, -0.1], [0.0, 0.0, 0.0], [0.0, 0.0, 0.0], [0.0, 0.0, 0.0], [0.0, 0.0, 0.0], [0.0, 0.0, 0.0], [-0.1, 0.0, 0.0], [0.3, 0.1, -0.1], [0.1, 0.0, 0.1], [0.0, 0.1, 0.0], [0.0, 0.0, 0.0], [0.1, 0.0, 0.0], [0.0, 0.0, 0.0], [-0.1, -0.1, 0.0], [0.0, 0.0, 0.0], [0.0, 0.0, 0.0], [-0.1, 0.0, 0.0], [0.1, 0.0, 0.1], [-0.1, 0.0, 0.0], [0.0, 0.0, -0.1], [0.0, 0.0, 0.0], [0.2, -0.1, 0.2], [-0.1, 0.1, -0.2], [0.0, 0.0, 0.0], [0.0, 0.0, -0.1], [0.0, 0.0, 0.0], [0.0, 0.0, 0.0], [0.0, 0.0, 0.0], [0.0, 0.0, 0.0], [0.0, 0.0, 0.0], [0.0, -0.2, 0.1], [-0.1, 0.1, -0.2], [0.0, 0.0, 0.1], [0.0, -0.1, 0.0], [0.0, 0.0, 0.0], [0.0, 0.1, 0.0], [0.0, 0.0, 0.0], [0.0, 0.0, 0.0], [0.0, 0.0, 0.0], [0.0, 0.0, 0.0], [0.1, 0.1, 0.0], [0.0, 0.0, 0.0], [0.0, 0.0, 0.0], [0.0, 0.0, 0.1]]}

=====

Record 3
{"formula": "C3H4N2O2", "method": "the ωB97M-V functional and the def2-TZVPD basis", "homo_lumo_gap_ev": 10.00, "smiles": "O/N=C1\\CC=NO1", "e_homo_ev": -9.27, "lumo_energy_ev": 0.725, "elements": ["O", "N", "C", "C", "C", "N", "O", "H", "H", "H", "H"], "xyz": [[-0.709, -1.967, 0.919], [-0.992, -0.703, 1.415], [-0.330, 0.070, 0.691], [0.550, -0.120, -0.515], [0.557, 1.295, -1.037], [0.098, 2.171, -0.197], [-0.430, 1.442, 0.912], [-1.523, -2.513, 1.284], [0.045, -0.826, -1.258], [1.632, -0.432, -0.310], [1.103, 1.583, -1.905]], "forces_ev_per_angstrom": [[-2.9, -3.2, 1.4], [0.0, 0.2, -0.2], [0.9, 2.6, -0.6], [-0.2, -0.7, -1.1], [0.0, 0.5, 2.2], [0.2, -2.0, -0.9], [0.0, 0.0, 0.0], [2.7, 1.4, -1.1], [0.9, 0.7, 1.1], [-1.6, 0.1, -0.1], [0.0, 0.5, -0.5]]}

=====

Record 4
{"formula": "C4H8O2", "method": "the ωB97M-V functional and the def2-TZVPD basis", "homo_lumo_gap_ev": [8.17, 8.23], "e_homo_ev": [-7.90, -7.87], "lumo_energy_ev": [0.266, 0.353], "elements": ["C", "O", "C", "C", "O", "C", "H", "H", "H", "H", "H", "H", "H", "H"], "xyz": [[-2.049, 0.105, -0.241], [-1.318, -0.101, 0.817], [-0.509, -1.098, 1.014], [1.006, -0.155, -0.783], [1.703, -1.072, -1.162], [1.534, 1.048, -0.038], [-2.643, 1.005, -0.221], [-0.065, -0.063, -1.099], [-2.202, -0.714, -0.937], [0.065, -1.059, 1.927], [-0.549, -1.956, 0.352], [2.349, 0.749, 0.624], [0.748, 1.559, 0.528], [1.931, 1.752, -0.780]], "forces_ev_per_angstrom": [[-0.4, 0.0, -0.3], [-0.1, 0.4, 0.4], [0.2, -0.5, 0.1], [0.3, -0.1, -0.3], [-0.2, 0.4, 0.1], [0.1, 0.0, 0.0], [0.1, -0.1, 0.0], [0.3, -0.1, -0.1], [0.0, 0.1, 0.1], [-0.2, 0.0, -0.1], [0.0, 0.1, 0.1], [-0.1, 0.0, -0.1], [0.1, -0.1, -0.1], [0.0, -0.1, 0.1]]}

=====

Record 5
{"formula": "C4H11NO2", "method": "the ωB97M-V functional and the def2-TZVPD basis", "homo_lumo_gap_ev": 10.75, "smiles": "CCCC(N)=O.O", "e_homo_ev": -9.81, "lumo_energy_ev": 0.946, "elements": ["C", "C", "C", "C", "N", "O", "H", "H", "H", "H", "H", "H", "H", "H", "H", "O", "H", "H"], "xyz": [[-3.111, 0.127, 0.793], [-1.615, 0.116, 0.657], [-0.974, -1.204, 0.231], [0.510, -1.049, -0.053], [1.136, -2.159, -0.553], [1.115, -0.018, 0.149], [-3.525, 1.124, 0.624], [-3.437, -0.032, 1.828], [-3.636, -0.567, 0.143], [-1.223, 0.864, -0.031], [-1.060, 0.464, 1.537], [-1.071, -1.954, 1.034], [-1.520, -1.705, -0.563], [0.708, -3.065, -0.562], [2.132, -2.148, -0.475], [4.819, 3.646, -1.655], [5.574, 3.050, -1.671], [5.177, 4.510, -1.433]], "forces_ev_per_angstrom": [[-0.7, 0.7, 0.9], [1.6, 0.3, -0.3], [-0.4, -0.4, 0.9], [-0.4, -0.2, -0.1], [0.0, 0.1, 0.1], [0.0, 0.0, 0.1], [0.1, 0.0, -0.4], [0.1, -0.6, -0.1], [0.1, -0.1, -0.1], [-0.5, 0.1, -0.5], [-0.6, -0.3, 0.3], [0.2, 0.2, 0.1], [0.1, 0.2, -0.6], [-0.3, 0.0, 0.1], [0.4, 0.0, -0.1], [0.0, 0.0, 0.0], [0.0, 0.0, 0.0], [0.1, 0.0, 0.0]]}

=====

Record 6
{"formula": "CH4NOPS2", "method": "the ωB97M-V functional and the def2-TZVPD basis", "homo_lumo_gap_ev": 7.17, "smiles": "NC(=S)OPS", "e_homo_ev": -7.95, "lumo_energy_ev": -0.785, "elements": ["N", "C", "S", "O", "P", "S", "H", "H", "H", "H"], "xyz": [[-0.010, -0.503, -1.893], [0.152, -1.398, -0.890], [0.628, -2.926, -1.262], [-0.055, -1.161, 0.354], [-0.889, 0.604, 0.962], [0.753, 1.594, 1.682], [-0.769, 0.109, -1.642], [-0.199, -1.070, -2.735], [-1.176, -0.155, 2.136], [1.209, 0.433, 2.467]], "forces_ev_per_angstrom": [[-1.0, 0.2, -0.3], [0.8, -2.2, -0.7], [0.5, -0.9, -0.2], [-1.5, 3.8, 1.9], [0.8, -2.8, -0.5], [1.1, -2.0, 1.3], [-0.2, 0.7, -0.5], [0.3, 0.9, 0.4], [-0.1, 0.3, -0.4], [-0.6, 2.1, -1.2]]}

=====

Per-record electronic energy, a.u.: -3177.391165; -2098.117978; -376.574441; -307.532862; -364.253498; -1308.196365